Here is a 11-piece molecular cluster, C15H52O11 overall from the OMol25 dataset. Energies are from ωB97M-V/def2-TZVPD.

```
! wB97M-V def2-TZVPD RIJCOSX def2/J DEFGRID3
* xyz 0 1
C -3.6463 16.4057 -15.0540
O -4.5620 15.3108 -15.1365
H -3.8750 17.0113 -14.1771
H -2.6168 16.0479 -15.0673
H -3.8739 17.0846 -15.8759
H -4.1757 14.7088 -15.7767
C 1.5313 12.7576 -16.1660
O 2.3296 12.7735 -15.0030
H 1.2457 11.7368 -16.4199
H 0.6190 13.3541 -16.1727
H 2.1556 13.0604 -17.0066
H 3.1021 12.2138 -15.1113
C -4.1725 20.1263 -20.2354
O -2.9097 19.5613 -20.3680
H -4.5924 20.7511 -21.0236
H -4.9896 19.4257 -20.0634
H -4.0656 20.7765 -19.3671
H -2.3014 20.2089 -20.7317
O 2.0482 16.3664 -13.7247
H 2.9569 16.6198 -13.8871
H 1.9784 15.4810 -14.0815
O -3.3161 13.4081 -18.1789
H -3.7766 13.1181 -18.9663
H -2.8532 14.2008 -18.4498
C 6.5208 17.5205 -17.1898
C 5.9073 16.4796 -16.2188
O 5.5007 17.2228 -15.0729
H 7.4838 17.8878 -16.8353
H 5.8320 18.3471 -17.3639
H 6.7903 17.0528 -18.1368
H 6.6626 15.7264 -15.9946
H 5.1242 15.9929 -16.8002
H 6.2873 17.5928 -14.6653
C 2.2737 18.6512 -24.7142
C 3.1316 19.1159 -23.5715
O 3.9124 20.1484 -24.1337
H 2.8513 18.2606 -25.5520
H 1.6703 19.4866 -25.0692
H 1.5890 17.8725 -24.3781
H 3.8223 18.3786 -23.1623
H 2.5052 19.4683 -22.7521
H 3.7881 20.9264 -23.5853
C -4.6220 14.7574 -22.5443
C -5.8430 14.2157 -21.6967
O -5.5586 12.9191 -21.2815
H -4.7712 15.8174 -22.7498
H -4.5717 14.1804 -23.4677
H -3.6700 14.5126 -22.0731
H -6.7844 14.1905 -22.2455
H -6.0098 14.8881 -20.8553
H -5.6262 12.4237 -22.1011
C 6.2624 13.9412 -21.1250
C 5.0516 14.3908 -21.9426
O 5.2909 14.4842 -23.3750
H 7.1087 14.6029 -21.3091
H 6.6463 12.9698 -21.4368
H 6.0710 13.9617 -20.0521
H 4.7808 15.3557 -21.5138
H 4.2056 13.7326 -21.7446
H 6.0795 15.0003 -23.5578
C 1.2021 17.0293 -18.7338
C 0.3387 16.2421 -19.6514
O -0.9435 16.2526 -19.0702
H 0.9156 18.0767 -18.8281
H 2.2569 17.0309 -19.0085
H 1.0276 16.6226 -17.7377
H 0.7025 15.2150 -19.6228
H 0.3729 16.7133 -20.6337
H -1.3806 17.0452 -19.3901
C 0.5243 20.8016 -16.0176
C -0.9454 20.4745 -16.1105
O -1.5050 20.3032 -14.8012
H 0.6660 21.5737 -15.2614
H 0.9146 21.1759 -16.9640
H 1.1118 19.9261 -15.7411
H -1.1040 19.5974 -16.7378
H -1.5390 21.2328 -16.6212
H -0.9738 19.7175 -14.2568
*
```

Values from the calculation:
**Orbital gap**: 9.728 eV
**SMILES**: CCO.CCO.CCO.CCO.CCO.CCO.CO.CO.CO.O.O
**Calculated total energy**: -38916.320 eV

These are the Löwdin partial charges, in e, on atoms 1 to 2: atom 1 (C): -0.157, atom 2 (O): -0.129

=====

Here is C15H55HgO15 as an isolated structure from the OMol25 dataset. Energies are from ωB97M-V/def2-TZVPD.

```
! wB97M-V def2-TZVPD RIJCOSX def2/J DEFGRID3
* xyz 0 2
Hg -12.3490 21.7995 -12.0534
C -15.0659 20.9291 -8.6658
C -14.0290 21.1770 -9.8080
O -13.2861 22.1735 -9.8303
O -14.0810 20.4770 -10.8518
H -14.5871 21.2361 -7.7360
H -15.2766 19.8597 -8.6662
H -15.9866 21.4961 -8.8031
C -14.8048 20.5187 -14.0705
O -14.0055 21.6186 -13.7259
H -14.5837 19.6522 -13.4473
H -15.8213 20.8771 -13.9080
H -14.7540 20.2667 -15.1298
H -14.3674 22.3594 -14.2176
C -13.2038 16.9768 -11.2601
O -13.6931 17.4270 -12.4919
H -13.2229 17.7224 -10.4652
H -13.8095 16.1348 -10.9249
H -12.1480 16.7361 -11.3840
H -13.1578 18.1888 -12.7259
C -11.5402 19.0052 -8.3050
O -10.6382 20.0044 -8.7664
H -11.1345 18.0382 -8.6025
H -11.6178 18.9033 -7.2226
H -12.5461 19.0776 -8.7186
H -10.5909 19.9969 -9.7252
C -11.5213 23.2261 -7.2287
O -12.7785 23.8356 -7.5908
H -11.6837 22.1555 -7.1041
H -10.7573 23.4406 -7.9759
H -11.2261 23.6371 -6.2632
H -13.1241 23.5013 -8.4217
C -15.8140 24.1276 -9.7116
O -14.8868 25.1454 -10.0094
H -15.9503 23.3670 -10.4804
H -15.5612 23.5883 -8.7987
H -16.7975 24.5866 -9.6112
H -15.0167 25.8531 -9.3740
C -19.1853 22.4062 -8.8856
O -18.6985 21.2274 -9.5154
H -19.8794 22.8596 -9.5933
H -19.5942 22.2992 -7.8809
H -18.3411 23.0887 -8.7875
H -18.5996 21.5263 -10.4223
C -9.3889 23.3980 -10.9609
O -10.7528 23.3736 -11.1338
H -9.0371 24.2680 -11.5154
H -9.2381 23.5675 -9.8948
H -8.9536 22.4742 -11.3420
H -11.1475 24.0593 -10.5901
C -14.3872 20.2099 -5.3634
O -13.9326 19.3024 -4.4027
H -15.0798 19.8042 -6.1008
H -14.8538 21.0598 -4.8654
H -13.5442 20.6121 -5.9253
H -13.2923 18.6999 -4.7882
C -17.1636 19.2560 -11.3377
O -16.5096 18.0572 -11.6766
H -18.2275 19.0528 -11.4601
H -16.8828 19.5478 -10.3258
H -16.9417 20.0852 -12.0095
H -15.5788 18.2778 -11.7574
C -13.1287 25.0599 -12.8158
O -13.4025 23.9230 -12.0526
H -13.4291 25.9856 -12.3249
H -12.0407 25.0767 -12.8782
H -13.6045 24.9799 -13.7932
H -13.9900 24.1972 -11.3446
C -18.6958 18.0069 -8.1967
O -19.6374 19.0261 -8.0096
H -17.7510 18.4054 -7.8270
H -19.0262 17.1086 -7.6753
H -18.6490 17.6488 -9.2252
H -19.4760 19.6922 -8.6820
C -17.5880 20.7136 -5.4208
O -17.1714 21.3046 -4.2294
H -17.1313 21.2644 -6.2431
H -17.2148 19.7042 -5.5943
H -18.6715 20.7390 -5.5362
H -17.3254 20.6857 -3.5119
C -15.3083 16.7337 -8.0835
O -14.1338 16.2960 -7.4983
H -15.7133 17.6149 -7.5860
H -15.0461 17.1157 -9.0701
H -16.0544 15.9497 -8.2128
H -14.0458 15.4196 -7.8800
*
```

Values from the calculation:
**Orbital gap (alpha / beta)**: 7.091 / 8.332 eV
**Calculated total energy**: -51327.030 eV

These are the Löwdin partial charges, in e, on atoms 1 to 2: atom 1 (Hg): 1.042, atom 2 (C): 0.016

=====

- What is the calculated total energy in the first record?
  -38916.320 eV